Record 1
65
Properties=species:S:1:pos:R:3:forces:R:3:mulliken_charge:R:1 method="wB97M-V/def2-TZVPD" smiles="CCCN1CCN(CCCNC(=O)c2ccc(NC(=O)C3=C(C)OCCS3)cc2)CC1" total_energy_ha=-1739.7717 relative_energy_kj_mol=114.5 homo_lumo_gap_ha=0.3107 largest_force_ev_per_a=0.94
S 4.94865 0.08895 -1.51155 0.285 -0.032 0.038 -0.23
O 2.99238 0.79745 1.83203 -0.215 0.111 0.105 -0.71
O 6.92130 -0.33030 0.87989 -0.388 0.048 0.189 -0.42
O -3.37546 3.09463 -1.58726 -0.045 -0.040 -0.338 -0.70
N 2.39784 0.72926 -0.36529 0.157 -0.064 -0.472 0.06
N -2.49796 -2.44670 0.53361 -0.009 -0.051 0.143 0.21
N -3.71495 2.46728 0.55966 0.060 0.251 0.206 -0.08
N -4.38375 -0.26282 0.18473 -0.034 -0.256 -0.008 0.68
C -0.88783 1.73894 -1.60315 -0.112 0.056 0.111 -0.85
C -0.88855 1.98423 0.77913 -0.176 0.004 -0.324 -0.28
C -2.30332 -5.98608 -0.84504 0.130 0.214 -0.031 -1.35
C -5.62061 0.40428 -0.19676 -0.141 0.100 0.205 -1.17
C 4.64951 0.21414 0.24861 0.724 -0.151 -0.581 0.06
C -5.98280 1.52526 0.78040 0.223 0.007 -0.297 -0.58
C 5.41140 -0.04070 2.63141 0.125 -0.049 0.023 -1.16
C 0.41643 1.53439 0.83265 0.196 -0.078 0.203 -0.77
C 0.40986 1.28033 -1.55897 0.036 -0.022 0.105 -0.67
C -1.83814 -4.57885 -0.49283 -0.319 -0.095 0.063 -0.25
C 3.28397 0.60164 0.66702 0.169 -0.125 0.159 0.50
C 1.07989 1.17430 -0.33847 -0.404 0.165 0.187 0.98
C -3.68726 -0.83280 -0.95668 0.283 -0.106 0.012 -1.16
C -2.98277 -3.73959 0.07858 0.379 -0.069 -0.105 -0.61
C 5.62557 -0.03309 1.15084 -0.290 0.045 0.332 0.66
C -3.24467 -1.86263 1.62774 -0.280 0.010 0.055 -1.33
C 6.47101 -0.89075 -1.43688 -0.408 0.216 0.247 -0.57
C -2.35529 -1.45126 -0.51207 -0.087 0.117 -0.200 -0.65
C 7.40240 -0.22550 -0.43951 0.320 0.026 -0.592 -0.45
C -5.12493 2.77101 0.55216 -0.309 0.115 0.074 -0.96
C -4.59653 -1.28656 1.19250 0.214 -0.065 0.188 -0.59
C -1.56177 2.08788 -0.43452 0.267 -0.048 -0.095 0.27
C -2.95997 2.58654 -0.55986 0.001 0.104 0.384 -0.01
H -3.39151 -2.61412 2.40635 0.024 0.030 0.017 0.49
H -1.40499 1.84114 -2.54518 -0.046 0.023 -0.083 0.44
H 5.17701 0.96184 2.98221 -0.007 -0.006 0.060 0.25
H 8.37958 -0.71692 -0.42697 -0.119 0.067 0.009 0.32
H -5.09735 -0.84274 2.05574 -0.043 -0.050 0.006 0.46
H -2.63284 -1.05252 2.03736 -0.068 0.025 0.097 0.35
H -3.48508 -0.03395 -1.67333 -0.032 -0.022 -0.068 0.64
H -1.48230 -6.56863 -1.25579 0.014 -0.126 -0.048 0.39
H 6.89425 -0.89684 -2.43854 0.028 -0.011 0.009 0.41
H -1.85788 -1.89946 -1.37268 0.058 0.043 -0.025 0.29
H -1.43668 -4.09606 -1.38504 0.082 0.055 -0.004 0.27
H -5.34080 3.51541 1.32813 -0.040 -0.013 -0.145 0.33
H -1.03934 -4.62183 0.24852 0.033 0.074 -0.003 0.31
H -4.30572 -1.59806 -1.46128 -0.011 0.066 -0.026 0.35
H 2.74225 0.51476 -1.29261 -0.089 -0.058 0.207 0.02
H -1.36780 2.28584 1.69887 -0.039 0.030 0.080 0.51
H -1.71287 -0.65801 -0.11978 0.014 0.031 -0.111 0.14
H 6.22365 -1.90535 -1.12344 0.128 -0.020 -0.053 0.29
H 7.53688 0.83075 -0.70802 0.001 -0.182 0.068 0.30
H 0.92201 1.01071 -2.47213 0.043 -0.031 -0.111 0.37
H -6.45494 -0.31570 -0.26320 0.083 0.008 -0.083 0.52
H -7.03159 1.79529 0.64917 -0.040 0.023 0.099 0.40
H -5.48065 0.84378 -1.18702 -0.020 -0.032 -0.039 0.49
H -2.67873 -6.49784 0.03860 -0.056 -0.104 0.071 0.34
H -3.10158 -5.95111 -1.58390 -0.094 -0.077 -0.083 0.34
H 4.57270 -0.67646 2.90112 -0.005 0.026 0.054 0.29
H -3.40813 1.82265 1.27051 0.080 -0.032 -0.213 0.27
H -5.24108 -2.10091 0.80981 -0.027 0.052 0.016 0.32
H -3.78120 -3.65974 -0.67562 -0.050 -0.053 0.075 0.13
H -5.34161 3.21098 -0.42491 -0.011 -0.012 0.165 0.46
H 6.32408 -0.39355 3.10497 0.028 -0.022 0.027 0.36
H 0.93279 1.46722 1.77514 -0.001 0.001 0.001 0.55
H -3.39746 -4.26661 0.94204 -0.065 0.003 -0.025 0.45
H -5.85160 1.17604 1.80612 -0.104 -0.045 0.076 0.27

Record 2
9
Properties=species:S:1:pos:R:3:forces:R:3:mulliken_charge:R:1 method="wB97M-V/def2-TZVPD" total_energy_ha=-266.9751 relative_energy_kj_mol=571.4 homo_lumo_gap_ha="0.2976 / 0.3327" largest_force_ev_per_a=5.28
O 2.69780 -0.80964 -2.07342 -2.534 0.513 4.604 -0.31
O 0.06612 -0.84817 1.01024 1.150 -0.206 -0.302 -0.42
C -0.21551 0.21594 0.26475 0.367 0.658 -1.195 0.41
C -1.18511 1.15445 0.10788 3.288 -1.639 -0.272 -0.75
C 2.06848 -0.64267 -1.03723 1.798 -0.029 -3.747 0.09
H 2.30570 -1.08635 0.01293 0.299 -0.044 -0.809 0.15
H 1.02091 -1.26256 0.84922 -2.724 1.413 0.330 0.28
H -1.12160 2.04970 -0.50362 0.329 -0.608 -0.309 0.25
H -1.88809 1.18713 0.85479 -1.974 -0.057 1.700 0.29

Record 3
71
Properties=species:S:1:pos:R:3:forces:R:3:mulliken_charge:R:1 method="wB97M-V/def2-TZVPD" total_energy_ha=-2560.2023 charge=+2 relative_energy_kj_mol=3.0 homo_lumo_gap_ha=0.2438 largest_force_ev_per_a=0.18
Pd 0.16780 -0.28605 1.56776 0.013 -0.104 -0.008 0.07
S 3.76245 -2.49287 2.20592 -0.044 0.068 0.006 -0.28
S 1.91338 0.46859 0.30887 -0.014 0.001 0.110 -0.34
O 0.06478 -1.97521 0.56853 0.031 -0.075 0.039 -0.64
N 2.95181 -0.48131 -1.88938 0.015 -0.107 -0.031 0.32
N -3.58876 -0.07456 0.04732 -0.020 0.001 0.039 0.03
N -1.41501 -0.93868 2.90851 0.032 -0.077 -0.056 -0.09
N 0.89503 -1.36156 -1.50871 -0.014 -0.075 0.086 0.04
N 1.44177 -1.12364 2.84567 -0.043 0.164 0.045 -0.46
N 0.04786 1.28049 2.82875 -0.014 0.005 0.057 0.73
N -1.46888 0.36110 0.45057 -0.062 -0.102 0.007 0.47
N -0.42041 2.00129 4.84457 -0.025 -0.015 0.004 -0.10
C 0.22411 3.05197 4.19675 0.012 0.020 -0.014 0.78
C -2.45847 -3.07670 -3.31095 0.001 0.005 -0.002 -0.83
C 5.21337 -0.24048 -0.88963 -0.004 -0.014 -0.013 -0.88
C -1.34180 -2.49726 -2.73462 0.014 -0.014 0.015 -0.10
C -1.11932 -2.62957 -1.36327 -0.005 -0.009 -0.002 1.03
C 0.54436 4.33601 4.62047 0.010 0.013 -0.011 -1.10
C 0.51266 2.59285 2.91069 -0.012 0.027 -0.007 0.32
C -2.84799 1.20249 -3.34836 -0.007 -0.011 0.001 -0.70
C -3.07216 0.43619 -1.13756 0.014 0.013 -0.011 0.64
C 2.36561 -0.56988 -4.29222 0.003 0.004 0.013 -0.95
C 1.12079 3.42688 1.97556 -0.002 0.002 0.012 -0.60
C 1.16527 5.14739 3.69504 -0.006 -0.008 0.011 -0.54
C 0.02527 -1.94268 -0.73367 -0.027 0.110 -0.059 -0.35
C -0.92103 1.27369 -1.86471 -0.009 -0.009 0.005 -0.53
C -2.60122 -0.10413 0.94869 0.043 0.045 0.012 -0.09
C -3.12192 -3.95138 -1.16456 -0.011 0.002 -0.005 -0.89
C 1.44331 4.70097 2.39262 -0.006 -0.012 -0.004 -0.89
C 4.07774 0.43108 -1.64332 0.010 0.053 0.068 -0.91
C -0.49724 0.97428 3.99331 0.025 -0.008 -0.004 0.33
C -2.01445 -3.36106 -0.58086 0.019 0.006 0.004 -0.38
C -2.73324 -0.51754 2.38108 0.012 0.043 -0.032 -0.71
C -1.07846 -0.38243 4.23801 0.069 0.057 -0.042 -1.33
C -3.66319 0.66866 -2.37397 0.010 0.006 -0.007 -1.06
C -3.34700 -3.80322 -2.52814 -0.010 -0.002 -0.002 -0.47
C -1.49934 1.50535 -3.09406 0.003 -0.003 0.006 -0.93
C -1.73033 0.71445 -0.87735 0.018 0.052 -0.002 0.34
C 3.03835 -1.28195 -3.13051 -0.006 -0.005 -0.011 -0.68
C 2.45403 -1.69945 2.52059 0.024 -0.115 -0.122 0.55
C 1.90766 -0.58545 -1.10036 -0.016 0.109 -0.084 0.48
H -3.47816 -1.30366 2.50917 0.011 -0.017 -0.032 0.54
H 2.44934 -1.17679 -5.19277 0.006 0.000 0.001 0.39
H 5.55442 -1.13616 -1.40911 0.000 0.008 -0.006 0.33
H 2.83502 0.39337 -4.49510 -0.001 0.005 0.006 0.35
H -3.07352 0.35058 2.95080 -0.016 -0.018 0.014 0.33
H 3.71495 1.31069 -1.10798 0.007 -0.001 -0.026 0.48
H 4.40607 0.77979 -2.62232 0.002 -0.012 -0.010 0.44
H -4.53907 -0.37393 0.20029 0.002 -0.006 0.001 0.28
H -4.70546 0.44963 -2.56119 -0.002 0.000 0.001 0.50
H -0.90559 1.94508 -3.88396 0.001 0.001 -0.002 0.49
H 4.10110 -1.42677 -3.32056 0.000 -0.010 0.003 0.46
H -4.21079 -4.26844 -2.98448 0.001 -0.002 -0.001 0.46
H -3.80197 -4.54179 -0.56510 0.000 -0.002 0.001 0.46
H 4.90163 -0.52010 0.11574 -0.002 -0.018 0.021 0.13
H -2.63256 -2.97297 -4.37334 -0.001 0.001 -0.001 0.46
H 1.43776 6.15536 3.97474 0.001 0.001 0.000 0.42
H -1.94834 -0.34599 4.89613 -0.002 0.010 0.000 0.60
H 0.31764 4.68338 5.61906 0.000 -0.002 0.000 0.44
H 6.05711 0.44376 -0.81237 -0.007 0.006 0.004 0.42
H 1.91801 5.38068 1.69870 0.002 -0.001 -0.002 0.44
H -1.33012 -1.95145 2.91776 -0.023 0.002 0.020 0.38
H -0.63860 -1.93589 -3.33401 0.001 0.001 -0.002 0.52
H 0.10994 1.52884 -1.66919 0.008 0.004 0.003 0.67
H -0.31791 -1.01942 4.68993 -0.005 -0.006 -0.011 0.42
H -3.25743 1.40665 -4.32801 -0.001 0.001 0.000 0.44
H 1.32064 3.09661 0.96686 0.007 0.006 0.002 0.47
H 2.59437 -2.25585 -2.94895 -0.008 0.006 0.009 0.43
H -1.81760 -3.49292 0.47484 0.002 0.001 0.000 0.55
H -0.76674 2.00979 5.79137 0.002 -0.002 0.002 0.25
H 1.30867 -0.40872 -4.08000 -0.008 -0.002 -0.004 0.13

Record 4
14
Properties=species:S:1:pos:R:3:forces:R:3:lowdin_spin:R:1 method="wB97M-V/def2-TZVPD" total_energy_ha=-701.6241 multiplicity=3 s_squared=2.01 relative_energy_kj_mol=114.9 homo_lumo_gap_ha="0.2451 / 0.2280" largest_force_ev_per_a=3.56
S -2.55486 -0.04921 -0.08328 -2.044 2.289 0.472 1.17
N 1.31317 -1.26077 -0.12074 1.554 0.590 0.138 0.02
N 0.06631 -0.78614 -0.01752 0.955 0.908 -1.439 0.04
C 2.12219 -0.16762 -0.12735 -3.473 -0.237 0.758 0.00
C -1.08147 -1.61715 0.07042 1.334 -0.531 0.243 0.51
C -1.29225 1.22284 0.01357 0.925 -0.419 -0.795 0.13
C 1.34546 1.01286 -0.02034 0.534 -0.960 0.140 0.00
C 0.03100 0.58409 0.01780 1.213 -1.161 0.724 0.01
H 1.89311 1.91070 0.18969 -0.721 0.739 -0.225 0.00
H -1.27045 1.60584 -0.99999 -0.829 0.689 -0.435 0.03
H -1.30031 2.08602 0.68756 -0.905 -0.393 0.121 0.02
H -0.99345 -2.12661 0.98085 -0.458 -0.832 1.546 0.03
H 3.14268 -0.11571 0.09814 1.420 -0.839 -0.379 0.00
H -1.42114 -2.29912 -0.68879 0.495 0.157 -0.869 0.02